Here is an isolated molecule of C22H46O from the OMol25 dataset. Energies are from ωB97M-V/def2-TZVPD.

**HOMO energy**: -10.1 eV
**ΔE to the lowest compared entry with this formula, charge and spin**: 27.0 kJ/mol
**Gap between HOMO and LUMO**: 0.409 hartree
**Spin multiplicity**: 1

Each line ends with the natural charge from an NBO analysis.
CARTESIAN COORDINATES (ANGSTROEM)
H  -2.99660  3.65614  -0.29259  0.1995
H  -2.56558  0.66924  0.13927  0.1925
H  -8.58228  0.33010  -0.31371  0.1922
H  8.33169  0.33301  -0.33228  0.1936
C  -1.54187  2.09187  1.37536  -0.3837
H  -10.59364  -1.05955  0.33527  0.1923
H  5.40526  -0.40519  -0.88827  0.1922
H  -5.60783  0.88941  0.22000  0.1928
H  10.43443  0.58048  -1.25794  0.1536
H  2.98819  0.26915  -0.51666  0.1923
C  11.12269  -0.12419  -0.77077  -0.0569
H  -1.47620  1.73509  -0.75124  0.1943
C  -3.36871  2.62814  -0.28054  -0.3912
H  3.52204  1.65778  0.42861  0.1922
H  -5.05300  0.85846  -2.77674  0.1991
H  -9.62150  -1.89990  1.54216  0.1923
C  2.00897  0.46927  1.38845  -0.3836
H  -11.59888  -3.25811  0.89522  0.2067
C  -5.93099  0.86964  -0.82214  -0.3927
H  11.22407  -2.19343  -0.25660  0.2101
H  8.94956  -2.55010  0.44089  0.2018
H  1.13091  2.34867  0.82507  0.1919
H  4.14130  -1.25819  1.07776  0.1925
C  0.83338  1.29848  0.87673  -0.3911
C  3.23799  0.60459  0.49282  -0.3842
H  1.71430  -0.58153  1.44217  0.1928
C  9.25876  -1.51307  0.28891  -0.3885
C  -0.39167  1.16881  1.77958  -0.3854
C  -7.93086  -0.53316  -0.15657  -0.3847
H  7.09176  -0.51533  1.65212  0.1934
H  5.92786  0.99190  0.05096  0.1925
H  -10.10872  -4.07614  0.42237  0.1996
H  -1.16879  3.11617  1.29920  0.1918
C  -6.71387  -0.41741  -1.07132  -0.3834
H  -4.12534  2.56807  0.50344  0.1941
H  9.54859  -1.10990  1.26164  0.1958
H  -4.01789  0.17944  -1.52774  0.1938
C  -2.20693  1.69673  0.05848  -0.3995
H  -9.04690  -1.83674  -1.45301  0.1916
H  -0.73880  0.13286  1.77360  0.1924
H  -6.58901  1.72728  -0.98278  0.1928
C  10.47066  -1.50198  -0.64165  -0.4194
H  2.26459  0.79133  2.40092  0.1919
C  6.84186  -0.86149  0.64653  -0.3842
H  6.56452  -1.91574  0.72068  0.1926
H  -7.60297  -0.51197  0.88566  0.1922
C  4.42295  -0.20441  1.01442  -0.3843
H  11.37508  0.26576  0.21811  0.1736
C  -4.71899  0.98723  -1.74368  -0.3916
H  10.17105  -1.85314  -1.63391  0.1870
C  -8.72276  -1.81348  -0.40971  -0.3869
H  -0.09528  1.40990  2.80373  0.1976
H  12.18124  -0.55382  -2.34469  0.4602
C  -9.94488  -1.92326  0.49885  -0.3871
O  12.34292  -0.17197  -1.47480  -0.7150
C  5.65194  -0.06309  0.11973  -0.3843
H  -2.29770  2.07643  2.16501  0.1978
H  7.82168  -1.08248  -1.25441  0.1923
H  4.67182  0.13090  2.02408  0.1925
H  0.58445  0.97367  -0.13492  0.1939
C  -4.00674  2.33700  -1.63984  -0.3848
H  -7.04285  -0.44477  -2.11309  0.1919
H  -4.72884  3.12735  -1.86072  0.1972
H  -11.07623  -3.23714  -0.78989  0.1997
C  8.06864  -0.72306  -0.25242  -0.3920
H  -6.05786  -1.27657  -0.91112  0.1925
H  -3.22861  2.38022  -2.40637  0.1970
H  -8.07407  -2.67766  -0.24709  0.1917
C  -10.73148  -3.20260  0.24142  -0.5996

***

Here is a structure of composition C22H47AlO4S5Si from the OMol25 dataset. Energies are from ωB97M-V/def2-TZVPD.

**HOMO energy**: -14.3 eV
**Charge**: +2
**Gap between HOMO and LUMO**: 0.353 hartree
**Spin multiplicity**: 1

Each line ends with the Löwdin charge.
CARTESIAN COORDINATES (ANGSTROEM)
H  2.47709  0.90129  -2.39618  0.0522
O  -1.94210  1.15488  1.29305  -0.2159
H  2.62682  3.37353  4.17123  0.0727
Si  -0.37122  0.96303  1.09897  -0.0090
H  -2.51259  1.53141  -2.28691  0.0554
H  0.44845  -2.02749  -5.11697  0.1291
H  1.69751  2.00019  4.82122  0.0841
H  4.05260  0.49038  -4.19422  0.1334
H  5.08726  -2.06663  -1.38010  0.1120
C  1.60548  2.53787  2.59857  -0.5893
C  -4.25108  1.63994  1.63120  -0.0347
C  -2.88342  2.04630  2.13806  -0.5260
C  -2.64451  -2.93989  -2.26378  -0.3269
C  4.20316  -1.52573  -3.36904  -0.2022
H  -2.50883  -2.75589  -3.31163  0.0499
H  2.66311  1.61154  1.00262  0.0448
C  0.39053  -1.02322  3.17478  -0.0249
C  1.50998  3.87442  1.92443  -0.0369
S  -0.40829  -0.45146  -3.63954  0.9775
H  0.52604  -1.72945  3.98108  0.1224
C  1.37793  -2.54719  1.60732  -0.0113
H  -1.19558  -3.06260  0.93988  0.0364
O  0.51181  1.64113  2.27757  -0.1410
H  -5.10978  2.12027  2.15244  0.1150
C  1.74070  2.81720  4.11834  -0.0009
H  1.30650  -0.45733  3.21529  0.0830
H  -2.17158  0.95838  -4.63687  0.1070
H  3.74593  -3.09554  -1.83616  0.1168
H  0.79876  4.57881  2.38800  0.0965
H  -2.71892  3.51459  0.63424  0.0881
S  3.00194  -0.91873  -1.04608  1.1023
H  -3.97463  0.58699  -2.75033  0.0956
C  -2.88874  0.58728  -2.62642  -0.4067
H  5.13638  -1.97399  -3.86174  0.1541
H  -1.09012  -3.20773  2.60898  0.1081
S  -0.83068  -2.85423  -1.69649  0.9939
H  1.17720  3.77709  0.90415  0.0653
H  5.35785  0.32209  -2.95865  0.1269
H  -3.72282  -2.41920  -0.54410  0.0912
H  -3.15273  4.19676  2.20165  0.1069
O  0.05292  -0.69049  0.73086  -0.2230
H  3.04551  0.88872  2.63427  0.1036
H  1.27721  -3.40915  2.21596  0.1001
C  2.83982  1.81466  2.04030  -0.0201
C  -1.10527  -2.47306  1.81199  -0.0014
H  -0.46553  -0.43203  3.48685  0.0886
H  -4.43603  0.57891  1.78850  0.0847
Al  0.00759  -0.62127  -1.21757  -0.6190
H  -1.31578  -2.27996  -4.69257  0.0633
C  3.44286  0.54723  -2.07106  -0.2405
H  -3.52093  2.01683  4.14876  0.0960
H  -1.99068  -1.87217  1.97422  0.0986
C  -0.04877  -3.12271  -3.28475  -0.4737
C  -2.64773  1.70129  3.59259  -0.0099
S  -2.69082  -0.43874  -1.08962  0.9384
H  -1.76244  2.15152  4.00447  0.0777
H  -1.52886  3.78124  1.97195  0.0738
C  -2.52533  3.45982  1.69274  -0.0045
S  0.17270  1.56516  -0.88527  0.6298
H  1.04117  -3.08993  -3.07951  0.0873
H  -2.72529  -0.70959  -4.33820  0.0642
H  0.92932  3.47500  4.50048  0.1008
H  3.71073  2.44903  2.08135  0.0898
H  -4.27159  1.81174  0.55030  0.0776
C  -0.34461  -2.09522  -4.30365  -0.4767
H  2.31369  -2.02896  1.82248  0.0980
C  0.19695  -1.67797  1.87377  -0.5544
H  3.85943  1.17684  -1.36750  0.0628
O  1.61333  -1.33859  -1.59775  -0.5387
H  2.45231  4.40895  2.03457  0.1028
C  -3.51745  -1.94823  -1.50365  -0.4499
H  -0.30337  -4.11943  -3.53898  0.0929
H  -2.53103  0.60169  3.76441  0.0996
H  -4.39486  -1.68789  -2.12401  0.1134
H  -2.84058  -3.97177  -2.13651  0.0816
H  3.29289  -1.80859  -3.92943  0.1080
C  -2.19984  0.11271  -3.92393  -0.3315
C  4.33725  0.00146  -3.23380  -0.1873
C  4.12841  -2.05227  -1.91022  -0.2791
H  1.38727  -2.84388  0.53931  0.0815

***

Here is a structure of composition C22H47BGeN9O3Rb from the OMol25 dataset. Energies are from ωB97M-V/def2-TZVPD.

**HOMO energy**: -0.2 eV
**ΔE to the lowest compared entry with this formula, charge and spin**: 79.6 kJ/mol
**Charge**: -2
**Gap between HOMO and LUMO**: 0.153 hartree
**Spin multiplicity**: 1

Each line ends with the Löwdin charge.
CARTESIAN COORDINATES (ANGSTROEM)
O  -1.01036  -2.63219  -2.06122  -0.0154
H  -1.88927  2.65524  4.16793  -0.0062
H  -0.84918  -5.02770  -3.86761  0.0886
C  -3.04277  -0.29602  -0.74317  -0.0684
H  -5.47500  0.51166  4.69187  -0.0149
C  1.89475  -5.31777  1.13897  -0.1077
H  6.07412  0.31934  0.11426  0.0662
H  -4.01917  -0.57893  -1.13386  0.0829
H  0.26660  2.14814  3.09880  0.1021
H  -1.01894  2.95641  -0.83435  0.0963
H  4.25436  -3.91104  -1.88165  0.0563
N  -1.10850  -2.96740  -4.29223  -0.1610
N  3.93822  -1.79732  -1.14501  -0.1073
C  -1.44708  -2.27790  -3.14204  -0.4115
H  0.48074  -0.24189  2.82391  0.0199
C  0.02804  3.05653  -1.13172  -0.2749
C  2.08365  1.09412  2.72192  -0.2930
H  2.43569  1.25053  3.75812  0.0917
B  3.34257  -3.16650  -1.55246  -0.4432
N  1.44621  -0.18521  2.49922  -0.0382
H  0.73119  -3.70841  2.18596  0.0939
H  -2.49810  -1.17693  -0.41745  0.0555
H  -3.02625  3.33562  0.33974  0.0677
H  3.30347  -5.81932  -0.54173  0.0971
C  0.86422  3.22434  0.13624  -0.2546
C  -3.01068  0.76318  0.08493  -0.3977
H  0.46609  -3.95457  -3.35455  0.0704
H  2.53723  -3.00026  -2.44066  0.0552
N  -4.12923  1.58105  0.45984  -0.1965
C  2.70285  -5.13089  0.03091  -0.1379
N  0.58368  2.14432  1.04294  -0.0874
C  -0.26688  -4.13662  -4.13643  -0.0585
H  -3.59074  2.79013  4.67734  -0.0018
C  -2.58868  -0.39601  5.26956  -0.2526
H  -2.15007  -0.62297  -4.32649  0.0932
H  0.10264  3.97663  -1.73277  0.0961
C  -2.31779  -1.01630  -3.30861  -0.3256
H  -4.75888  3.58118  0.61997  0.0697
C  1.10298  2.21776  2.39214  -0.2295
H  1.18250  1.97172  -2.45702  0.0627
C  5.23848  -0.21145  -0.31192  -0.1034
H  1.69586  -6.23501  1.66843  0.0659
H  -3.14876  2.97759  2.96653  -0.0067
H  -2.48448  -2.02569  -5.55961  0.0640
H  -0.40060  1.88256  1.03069  0.0592
O  -1.96625  0.81174  1.04399  -0.3955
C  -2.02164  -0.11364  2.18113  -0.3591
H  1.59050  3.18752  2.56926  0.1044
N  0.37050  1.85333  -1.86990  -0.0264
H  -2.67975  -1.48183  5.18301  -0.0002
N  3.19725  -0.67425  -1.14946  0.0394
C  -5.42729  1.03201  0.16503  -0.1375
H  0.24881  -4.32835  -5.08023  0.0796
Ge  -3.15762  0.48958  3.58923  0.7486
H  -5.49713  -0.73515  3.41951  -0.0058
C  1.40506  -4.03044  1.40496  -0.1928
O  -2.07410  -0.06913  -2.37658  -0.2825
H  -1.26464  -3.00942  -6.37382  0.0794
H  -5.65662  0.96522  2.97682  -0.0216
H  1.93200  3.24395  -0.12893  0.1020
H  -4.16364  3.12755  -1.00583  0.0787
C  -2.92217  2.43584  3.88637  -0.2221
H  -5.64340  0.96501  -0.91995  0.0764
N  2.66749  -3.83156  -0.30534  -0.1006
C  3.96576  0.28332  -0.65160  -0.1991
H  0.63538  4.22200  0.56494  0.1029
H  -2.31947  -1.10997  1.81195  -0.0099
H  -5.50025  0.02831  0.58258  0.0835
C  5.16332  -1.55020  -0.64630  -0.1281
H  -3.19174  -0.06898  6.12263  -0.0070
H  2.00001  -0.98840  2.75322  0.0539
C  -4.02166  2.97580  0.07903  -0.1098
N  1.87433  -3.14201  0.53411  0.0267
H  3.56345  1.28045  -0.54569  0.0811
H  5.88164  -2.35048  -0.56497  0.1016
Rb  0.11737  -0.65978  -0.20977  0.8161
H  -2.61011  -3.78833  -5.52525  0.0851
H  -1.53889  -0.15779  5.44732  -0.0037
H  2.96143  1.16969  2.06884  0.0921
H  -3.37967  -1.38095  -3.28957  0.1166
C  -1.90927  -2.94180  -5.49241  -0.0830
C  -5.16459  0.27617  3.66706  -0.2522
H  -6.20688  1.65980  0.61223  0.0699
H  -0.41422  1.43534  -2.36537  0.0381